Density functional theory data (ωB97M-V with the def2-TZVPD basis set) for a 11-piece molecular cluster, C75H169F30N3OP9 overall at a distorted geometry.

Net charge: +2
Multiplicity: 2
Maximum force (eV Å⁻¹): 5.19
Total energy (a.u.): -9266.9789

Atoms and positions in Å:
C  -4.79  6.27  6.05
H  -7.62  -5.90  -2.80
H  -4.45  -11.35  -0.74
H  -6.11  5.89  1.37
F  1.56  2.56  -7.52
H  5.43  5.00  3.28
H  -0.94  -1.09  -0.06
H  11.15  4.24  -3.85
H  -2.80  -3.30  -2.79
H  -5.65  -4.37  1.96
H  7.29  5.20  -2.79
H  9.58  3.82  -1.66
H  -7.79  7.18  2.98
C  -6.18  -4.69  -3.05
F  -3.12  -1.86  -0.11
H  -8.77  6.81  1.82
H  -2.66  -7.25  -7.06
H  -6.90  -5.69  1.79
N  3.54  5.91  3.83
C  2.85  5.65  2.44
C  -2.57  -4.27  -5.30
C  -3.08  -6.31  -7.41
C  3.06  4.75  4.65
H  -2.61  -6.94  1.38
H  0.16  -1.31  -7.29
H  -5.49  5.44  6.13
C  5.56  7.18  2.93
H  -0.82  -3.46  1.71
H  -2.18  -0.99  -9.18
H  0.82  -0.90  3.49
H  8.33  9.67  1.05
H  -5.35  2.96  1.62
H  -1.38  -4.30  -1.48
H  12.30  5.59  -3.64
H  -4.96  -5.40  -7.60
C  -8.07  6.27  2.45
H  1.81  5.33  2.50
H  -1.03  -4.64  -8.86
H  -4.22  4.08  2.16
H  -5.19  -4.37  -2.72
H  2.89  6.58  1.87
H  -6.30  -8.10  1.49
H  -3.13  -6.35  2.86
C  10.25  10.03  2.19
C  -5.11  3.55  2.51
H  -0.59  -3.31  -4.88
H  -2.72  -0.27  3.83
H  11.42  4.74  -0.04
H  -6.85  -6.94  -0.57
F  0.60  3.17  -4.47
H  9.69  9.78  0.04
H  2.91  2.72  -0.16
C  0.56  -7.07  -6.93
H  -5.35  -9.40  -6.53
H  -8.16  -0.74  3.83
C  -4.71  -8.54  -6.34
H  -6.49  1.77  6.20
H  -6.90  -3.93  -2.73
H  6.15  6.08  -1.85
C  -7.64  0.23  5.67
H  10.42  4.05  5.57
F  2.31  2.15  -5.38
H  -3.96  -10.82  2.00
C  10.39  3.96  4.49
H  0.50  -4.53  0.34
C  -1.38  0.77  -2.23
H  4.81  4.14  -1.91
F  5.20  -0.04  2.24
P  5.66  1.19  3.20
H  -8.10  0.48  6.63
H  1.77  7.11  4.19
H  10.01  11.07  2.41
F  5.82  2.17  1.87
P  -1.79  -5.26  -6.64
F  5.54  0.23  4.48
H  0.09  -3.96  -2.41
C  -0.80  -0.89  -7.59
H  -7.42  2.24  4.81
C  -2.17  0.66  3.93
H  -1.81  2.72  -1.72
H  3.58  4.91  2.10
H  -3.09  -3.99  1.94
H  7.33  3.59  -0.58
C  -5.35  -7.42  -7.10
C  -4.19  -11.67  0.27
C  -0.24  -0.28  -0.23
C  -4.98  -5.77  -0.39
C  -1.66  -3.18  -4.71
C  11.27  5.14  -1.04
F  5.08  -2.70  0.30
H  1.98  4.81  4.75
C  -2.43  1.83  -1.80
H  8.22  3.79  4.77
C  0.70  1.58  -1.15
H  13.19  4.46  -1.53
H  -0.57  -6.66  -5.07
H  -6.26  -4.68  -4.13
F  -5.57  -2.45  0.16
H  -2.82  -2.66  -7.33
C  2.60  1.91  0.50
C  -2.81  1.87  3.21
H  -3.14  -11.93  0.39
H  0.26  -6.78  -7.93
H  -3.68  -8.81  -6.56
H  -4.97  6.86  5.15
C  -3.41  5.68  6.14
H  8.57  5.64  3.36
H  -3.19  5.01  4.06
C  0.70  -9.56  -7.75
H  5.16  4.82  -3.55
C  -4.02  3.30  5.21
N  1.51  1.21  -0.06
H  3.17  7.32  5.41
C  5.94  2.86  -3.18
H  7.01  2.84  -3.39
H  2.27  2.42  1.40
H  -5.19  0.21  4.36
H  -7.02  -5.20  -0.52
F  -4.88  -0.35  -0.72
C  -4.51  -6.14  -6.93
C  9.39  9.41  1.02
C  8.44  4.65  2.92
H  -0.56  -8.66  -6.31
H  -0.22  1.12  2.94
C  7.11  4.65  -0.66
C  -2.29  -2.90  -8.25
H  -9.21  0.66  4.40
H  -0.17  -6.19  0.69
H  -7.16  -3.09  4.10
H  7.51  7.48  0.26
C  -8.72  -0.27  4.65
F  3.04  -3.00  -0.77
H  9.60  5.39  -2.37
H  -2.08  2.65  3.41
H  -7.35  4.83  1.05
H  -0.80  -4.63  3.03
C  0.49  -8.56  -6.59
C  -6.39  4.39  2.86
H  0.99  -5.40  1.78
H  -3.17  5.29  7.13
H  11.98  3.21  -1.75
H  0.99  -8.77  -5.65
C  2.84  7.21  4.37
C  9.21  4.56  1.56
C  -0.62  0.52  3.76
H  -6.99  -0.60  5.93
H  -6.14  0.93  3.17
H  11.33  10.06  2.06
H  -5.12  -8.32  2.59
C  -5.96  -5.38  2.25
H  1.41  -0.34  1.36
H  -4.53  -5.86  -5.88
H  -1.47  -0.76  -6.74
C  8.55  7.25  0.03
H  -0.87  1.01  -3.16
P  1.08  2.89  -6.02
H  -0.88  -5.14  -3.07
C  -6.96  -3.73  4.96
F  -1.89  3.44  0.52
H  -3.51  -3.82  -5.59
C  -3.17  -6.11  1.80
H  -2.73  1.71  2.13
F  0.01  4.27  -0.31
P  3.48  -2.77  0.78
H  -9.47  -0.98  5.00
C  -1.45  -1.64  -8.70
F  -4.25  -1.91  2.06
H  -4.99  -9.15  -0.40
F  0.05  5.89  1.44
O  5.41  7.04  1.48
F  7.18  0.51  3.02
H  0.82  2.45  -1.78
N  -0.32  0.66  -1.30
H  -5.09  6.85  6.93
H  9.41  7.40  1.90
H  -2.06  4.48  5.16
F  3.98  -2.76  2.27
C  -4.62  -10.58  1.17
H  8.85  2.67  3.66
H  -7.65  -3.51  5.77
F  -5.82  -0.46  1.14
H  0.04  -9.21  -8.54
C  12.11  4.54  -3.43
C  8.95  3.71  3.97
H  -6.15  -6.92  -2.93
H  -4.20  -6.07  -1.08
H  10.54  7.49  0.63
H  -2.87  -4.96  -4.50
C  0.97  0.03  0.45
H  11.53  6.19  -1.13
C  -2.51  -4.76  1.42
H  -6.00  -3.50  5.41
C  -5.74  1.13  4.16
F  -1.72  5.55  -0.06
H  0.44  -10.58  -7.45
H  -8.69  5.67  3.12
H  -4.78  -12.53  0.57
H  11.07  3.13  4.30
C  5.12  5.96  3.70
H  -0.26  -3.72  -7.63
C  -7.09  -5.26  4.62
H  -2.93  1.58  -0.87
H  -3.28  1.83  -2.49
C  -5.22  -8.05  1.54
H  9.13  3.52  1.23
C  12.19  4.27  -1.92
F  -2.03  4.86  2.27
H  -4.76  -8.42  -5.26
C  0.16  -5.23  1.10
C  -6.91  5.37  1.89
H  -0.28  -1.45  4.48
H  -2.56  -4.69  0.34
H  -6.17  4.85  3.82
P  -4.52  -1.25  0.60
P  -0.94  4.66  0.98
H  3.35  4.66  5.70
H  -7.16  3.64  3.06
H  -1.42  -2.14  -2.85
H  -0.20  0.92  4.68
H  8.61  7.43  -1.04
C  -0.27  -0.94  3.51
H  10.85  4.83  4.01
H  -4.86  -4.72  -0.14
F  0.19  1.52  -5.87
H  -4.86  -5.42  4.26
H  -5.87  -6.68  3.98
C  -6.60  -6.06  -2.44
F  3.63  -4.42  1.00
C  -1.24  -4.06  -7.96
C  -0.96  -4.22  -2.48
C  9.81  4.86  -1.44
C  -0.32  -6.20  -6.03
F  -0.22  3.56  -6.65
H  5.35  2.68  -4.08
H  -2.08  -2.22  -5.01
P  8.66  5.38  -0.09
F  1.93  -2.72  1.33
C  -4.58  -9.16  0.61
H  -7.98  -5.48  4.04
F  -3.56  -0.09  1.06
C  9.58  7.89  0.94
H  6.62  7.23  3.19
H  -3.54  2.59  5.88
H  3.50  1.33  0.73
P  -4.82  -6.36  1.26
H  -1.94  -0.16  -2.13
C  6.53  5.08  -2.02
H  6.44  4.77  0.20
H  10.19  5.00  1.71
H  -5.60  -10.76  1.62
C  -0.98  -4.51  1.96
H  10.10  9.54  3.15
H  4.99  7.81  1.09
C  -1.78  -3.13  -3.14
H  -7.23  -5.80  5.56
H  3.29  8.04  3.81
F  1.90  4.26  -5.92
C  -6.43  -6.01  -0.95
H  5.40  6.13  4.74
H  5.23  8.13  3.35
H  -4.94  3.53  5.74
H  3.48  3.87  4.18
H  5.77  2.22  -2.31
P  -4.47  2.42  3.81
H  -3.55  -8.80  0.55
C  -5.83  -5.61  3.79
F  -0.17  3.58  1.92
C  5.54  4.24  -2.71
C  -6.85  1.41  5.23
H  -2.98  -6.14  -8.48
F  6.04  2.39  4.17
H  -0.72  -1.47  2.67
H  0.31  -5.32  -5.93
H  -6.34  -7.22  -6.68
H  12.90  4.03  -3.97
F  3.49  -1.15  0.62
H  -0.56  0.16  -7.79
F  4.01  1.54  3.22
H  -2.34  0.72  5.00
C  -3.13  4.64  5.08
H  -0.68  -1.90  -9.43
H  -5.44  -7.41  -8.19
H  -3.02  -3.19  -9.01
H  -2.74  6.53  6.08
H  1.72  -9.54  -8.14
H  7.36  4.58  2.85
H  1.58  -6.75  -6.73

Atomic partial charges in e from the Löwdin method, atoms 1 to 4: -0.11 0.11 0.07 0.11